{
  "formula": "C20H20ClFN4O2",
  "method": "the ωB97M-V functional and the def2-TZVPD basis",
  "smiles": "CCN(CC(=O)NCc1ccc(F)cc1)Cc1nc2cc(Cl)ccc2c(=O)[nH]1",
  "lumo_energy_ev": 0.34,
  "homo_ev": -8.899,
  "symbols": ["C", "H", "H", "H", "C", "N", "C", "C", "O", "N", "H", "C", "C", "C", "C", "C", "C", "C", "H", "H", "F", "H", "H", "H", "H", "H", "H", "C", "C", "N", "C", "C", "C", "C", "C", "C", "C", "O", "N", "H", "H", "H", "Cl", "H", "H", "H", "H", "H"],
  "xyz": [[1.042, 1.443, 2.492], [1.346, 1.456, 3.535], [1.186, 0.437, 2.103], [-0.017, 1.687, 2.443], [1.880, 2.449, 1.714], [1.568, 2.452, 0.289], [2.634, 3.069, -0.489], [3.765, 2.041, -0.593], [4.831, 2.156, -0.029], [3.426, 0.977, -1.351], [2.502, 0.939, -1.752], [4.191, -0.255, -1.375], [3.447, -1.337, -0.633], [2.928, -2.443, -1.292], [2.207, -3.402, -0.604], [2.001, -3.231, 0.752], [2.503, -2.138, 1.435], [3.228, -1.193, 0.733], [3.634, -0.334, 1.246], [2.327, -2.040, 2.495], [1.304, -4.160, 1.434], [1.794, -4.261, -1.105], [3.090, -2.560, -2.353], [5.145, -0.033, -0.890], [4.373, -0.552, -2.412], [3.024, 3.986, -0.026], [2.271, 3.305, -1.491], [0.224, 2.921, 0.007], [-0.728, 1.756, -0.094], [-1.993, 1.937, 0.013], [-2.809, 0.842, -0.126], [-4.190, 1.019, 0.004], [-5.028, -0.067, -0.131], [-4.532, -1.345, -0.394], [-3.175, -1.526, -0.523], [-2.301, -0.445, -0.393], [-0.859, -0.632, -0.520], [-0.276, -1.669, -0.757], [-0.153, 0.551, -0.347], [0.865, 0.522, -0.331], [-2.756, -2.501, -0.723], [-5.214, -2.174, -0.492], [-6.731, 0.152, 0.028], [-4.572, 2.006, 0.208], [0.198, 3.441, -0.956], [-0.156, 3.625, 0.760], [1.735, 3.455, 2.144], [2.936, 2.192, 1.816]],
  "mulliken_charge": [-1.160, 0.450, 0.104, 0.362, -0.750, 0.688, -0.955, 0.495, -0.638, -0.128, 0.359, -1.225, 0.259, -0.426, -0.628, 0.469, -0.602, -0.071, 0.485, 0.487, -0.372, 0.452, 0.342, 0.411, 0.388, 0.298, 0.501, -1.294, 0.840, -0.645, 0.330, -0.504, 0.410, -0.684, -0.593, -0.045, 0.431, -0.635, 0.413, -0.357, 0.497, 0.436, -0.207, 0.502, 0.422, 0.234, 0.365, 0.490]
}

***

{
  "formula": "C16H11FeN3O5S5",
  "method": "the ωB97M-V functional and the def2-TZVPD basis",
  "multiplicity": 2,
  "lumo_energy_ev": [2.40, 1.21],
  "total_charge": -1,
  "homo_ev": [-4.491, -5.371],
  "symbols": ["Fe", "O", "C", "O", "C", "C", "C", "C", "C", "N", "C", "O", "O", "H", "H", "H", "O", "C", "S", "C", "C", "S", "S", "S", "C", "C", "C", "C", "N", "C", "S", "N", "C", "H", "H", "H", "H", "H", "H", "H", "H"],
  "xyz": [[1.671, -0.245, 0.322], [4.035, 0.851, 3.402], [3.265, 0.673, 2.465], [2.943, -0.423, 1.892], [2.565, 1.893, 1.865], [2.675, 3.210, 2.281], [1.929, 4.175, 1.618], [1.088, 3.816, 0.569], [1.037, 2.484, 0.206], [1.769, 1.584, 0.852], [0.159, 1.870, -0.867], [-0.693, 2.539, -1.433], [0.385, 0.609, -1.049], [3.332, 3.441, 3.108], [1.994, 5.213, 1.924], [0.478, 4.534, 0.039], [4.107, -3.700, -4.984], [3.707, -3.105, -4.018], [2.474, -3.737, -2.916], [2.431, -2.371, -1.818], [3.284, -1.312, -2.117], [3.410, 0.069, -1.170], [4.283, -1.499, -3.546], [1.430, -2.398, -0.466], [-2.838, -0.380, -2.189], [-2.845, -0.779, -0.751], [-3.930, -1.220, -0.045], [-3.735, -1.506, 1.323], [-2.580, -1.367, 1.935], [-1.512, -0.932, 1.223], [-0.009, -0.707, 1.952], [-1.672, -0.673, -0.106], [-4.891, -1.970, 2.159], [-3.823, -0.503, -2.632], [-2.112, -0.982, -2.738], [-2.511, 0.660, -2.274], [-4.895, -1.335, -0.516], [-0.852, -0.261, -0.611], [-5.522, -2.667, 1.607], [-5.506, -1.111, 2.435], [-4.523, -2.437, 3.068]],
  "mulliken_charge": [0.054, -0.759, 0.307, -0.626, 0.423, -0.676, -0.182, -0.711, 0.392, 0.531, 0.241, -0.777, -0.671, 0.532, 0.416, 0.514, -0.579, 0.588, -0.141, 0.244, 0.263, -0.388, -0.144, -0.268, -1.275, 1.181, -1.110, 0.997, -0.576, 0.169, -0.349, 0.345, -1.259, 0.369, 0.297, 0.279, 0.363, 0.007, 0.356, 0.265, 0.359]
}

***

{
  "formula": "C5H5NO",
  "method": "the ωB97M-V functional and the def2-TZVPD basis",
  "smiles": "N#C[C@@H]1C[C@@H]1C=O",
  "lumo_energy_ev": 0.64,
  "homo_ev": -10.344,
  "symbols": ["O", "C", "C", "C", "C", "C", "N", "H", "H", "H", "H", "H"],
  "xyz": [[-2.270, -1.025, 0.772], [-1.068, -0.928, 0.834], [-0.421, 0.404, 0.619], [1.032, 0.714, 0.449], [0.166, 0.561, -0.772], [0.403, -0.634, -1.553], [0.658, -1.584, -2.159], [-0.419, -1.816, 0.956], [-1.062, 1.229, 0.912], [1.779, -0.061, 0.581], [1.370, 1.717, 0.694], [-0.168, 1.422, -1.332]],
  "mulliken_charge": [-0.460, -0.214, 0.046, -0.721, 0.048, 0.087, -0.445, 0.393, 0.330, 0.284, 0.263, 0.388]
}

***

{
  "formula": "C4H4BrO2",
  "method": "the ωB97M-V functional and the def2-TZVPD basis",
  "lumo_energy_ev": 3.73,
  "total_charge": -1,
  "homo_ev": -4.451,
  "symbols": ["C", "C", "C", "C", "O", "O", "Br", "H", "H", "H", "H"],
  "xyz": [[0.637, -0.265, -1.001], [0.189, -0.404, 0.169], [-1.333, 2.538, -0.166], [-0.126, -0.735, 1.378], [-0.681, 3.107, -0.968], [-1.443, 2.141, 0.937], [-3.269, 2.030, -1.270], [1.699, 0.029, -1.173], [0.118, -0.460, -1.962], [-0.073, -1.796, 1.650], [-0.648, -0.115, 2.184]],
  "mulliken_charge": [-0.511, 0.230, 0.655, -0.620, -0.492, -0.493, -0.667, 0.186, 0.236, 0.227, 0.250]
}

***

{
  "formula": "C5H8AgO3",
  "method": "the ωB97M-V functional and the def2-TZVPD basis",
  "multiplicity": 3,
  "lumo_energy_ev": [-5.46, -7.79],
  "total_charge": 1,
  "homo_ev": [-11.943, -15.171],
  "symbols": ["Ag", "O", "O", "C", "C", "O", "C", "H", "H", "H", "H", "C", "C", "H", "H", "H", "H"],
  "xyz": [[1.901, 2.049, -0.286], [0.129, 1.556, -0.911], [-0.130, -0.716, -0.796], [1.179, -1.287, -0.793], [1.759, -0.917, 0.564], [1.339, 0.426, 0.742], [-0.182, 0.514, -0.186], [1.064, -2.368, -0.924], [1.769, -0.858, -1.618], [2.848, -1.047, 0.600], [1.306, -1.536, 1.355], [-1.424, 0.624, 0.695], [-2.663, 0.751, -0.122], [-1.462, -0.267, 1.336], [-1.279, 1.512, 1.327], [-2.893, 1.692, -0.623], [-3.263, -0.127, -0.361]],
  "mulliken_charge": [0.697, -0.778, -0.304, -0.455, -0.217, -0.766, 1.513, 0.334, 0.253, 0.353, 0.259, -0.288, -0.844, 0.309, 0.291, 0.335, 0.310]
}

***

{
  "formula": "C37H78N2O12",
  "method": "the ωB97M-V functional and the def2-TZVPD basis",
  "lumo_energy_ev": -0.32,
  "homo_ev": -8.712,
  "symbols": ["C", "N", "C", "C", "C", "C", "O", "H", "H", "H", "H", "H", "H", "H", "H", "H", "H", "H", "H", "H", "H", "N", "O", "O", "O", "C", "C", "C", "O", "C", "H", "H", "H", "H", "H", "H", "H", "H", "C", "C", "C", "O", "C", "H", "H", "H", "H", "H", "H", "H", "H", "C", "C", "C", "O", "C", "H", "H", "H", "H", "H", "H", "H", "H", "C", "C", "C", "O", "C", "H", "H", "H", "H", "H", "H", "H", "H", "C", "C", "C", "O", "C", "H", "H", "H", "H", "H", "H", "H", "H", "C", "C", "C", "O", "C", "H", "H", "H", "H", "H", "H", "H", "H", "C", "C", "C", "O", "C", "H", "H", "H", "H", "H", "H", "H", "H", "C", "C", "C", "O", "C", "H", "H", "H", "H", "H", "H", "H", "H"],
  "xyz": [[-48.414, -32.588, 15.193], [-47.630, -33.235, 16.137], [-46.405, -32.478, 16.521], [-48.451, -33.597, 17.265], [-47.083, -34.489, 15.441], [-46.257, -35.576, 16.364], [-45.985, -36.581, 15.506], [-49.249, -33.254, 14.599], [-48.054, -32.244, 14.287], [-48.798, -31.550, 15.452], [-45.930, -32.881, 17.637], [-46.667, -31.453, 16.904], [-45.820, -32.205, 15.851], [-48.765, -32.665, 17.467], [-48.072, -33.913, 18.023], [-49.332, -34.418, 17.016], [-46.334, -34.188, 14.756], [-47.925, -34.905, 14.850], [-46.783, -35.720, 17.235], [-45.314, -35.160, 16.840], [-46.751, -37.142, 15.210], [-49.281, -37.276, 15.473], [-50.267, -36.589, 15.075], [-48.454, -37.781, 14.587], [-48.811, -37.151, 16.619], [-53.806, -33.423, 16.075], [-52.362, -33.263, 15.752], [-52.300, -33.108, 14.231], [-53.615, -32.865, 13.877], [-54.511, -33.677, 14.735], [-53.923, -32.276, 16.601], [-54.031, -34.124, 17.016], [-51.831, -34.186, 15.908], [-51.964, -32.643, 16.374], [-51.720, -34.022, 13.889], [-51.543, -32.422, 13.797], [-54.280, -34.638, 14.353], [-55.494, -33.420, 14.723], [-51.873, -35.425, 19.104], [-53.319, -35.454, 19.582], [-53.940, -36.693, 18.995], [-52.872, -37.491, 18.831], [-51.768, -36.685, 18.321], [-51.341, -35.393, 19.842], [-51.738, -34.591, 18.522], [-53.991, -34.721, 19.213], [-53.256, -35.500, 20.666], [-54.303, -36.425, 18.051], [-54.712, -37.271, 19.458], [-51.903, -36.391, 17.260], [-50.911, -37.089, 18.494], [-45.988, -39.112, 17.335], [-47.397, -39.509, 16.806], [-47.529, -40.862, 17.394], [-46.939, -40.698, 18.658], [-45.637, -40.015, 18.571], [-45.750, -37.983, 17.666], [-45.243, -39.344, 16.429], [-47.568, -39.563, 15.691], [-48.011, -38.742, 17.114], [-46.997, -41.547, 16.782], [-48.531, -41.176, 17.519], [-44.880, -40.535, 18.393], [-45.142, -39.366, 19.445], [-50.630, -40.166, 11.875], [-50.467, -38.966, 12.807], [-50.918, -37.823, 11.980], [-52.019, -38.296, 11.222], [-51.489, -39.583, 10.727], [-50.977, -40.943, 12.544], [-49.693, -40.446, 11.576], [-49.515, -38.871, 13.324], [-51.146, -39.037, 13.609], [-50.430, -37.203, 11.196], [-51.211, -36.861, 12.650], [-50.910, -39.290, 9.774], [-52.271, -40.266, 10.553], [-52.522, -41.379, 17.038], [-52.272, -39.822, 17.260], [-51.063, -39.468, 16.403], [-50.753, -40.594, 15.671], [-51.878, -41.494, 15.603], [-53.560, -41.533, 17.344], [-52.071, -41.901, 17.883], [-52.426, -39.403, 18.259], [-53.164, -39.203, 16.700], [-50.137, -39.212, 17.140], [-51.383, -38.694, 15.764], [-51.543, -42.475, 15.423], [-52.640, -41.214, 15.068], [-46.354, -38.614, 12.265], [-46.787, -37.904, 10.988], [-47.327, -39.125, 10.189], [-46.910, -40.284, 10.824], [-45.932, -40.053, 11.714], [-47.026, -38.778, 13.067], [-45.308, -38.023, 12.485], [-45.827, -37.594, 10.582], [-47.457, -37.030, 10.853], [-46.998, -39.036, 9.271], [-48.484, -39.168, 9.987], [-44.942, -40.205, 11.231], [-45.764, -40.967, 12.398], [-54.559, -37.825, 14.377], [-56.059, -37.883, 14.682], [-56.322, -36.609, 15.487], [-55.188, -35.796, 15.366], [-54.039, -36.663, 15.389], [-54.423, -37.691, 13.369], [-54.010, -38.851, 14.515], [-56.269, -38.721, 15.405], [-56.760, -37.852, 13.863], [-56.505, -36.741, 16.541], [-57.087, -36.020, 15.042], [-53.833, -37.263, 16.249], [-53.044, -36.183, 14.956], [-49.337, -34.122, 11.510], [-48.673, -35.479, 11.825], [-47.234, -35.141, 11.749], [-47.069, -33.682, 11.964], [-48.145, -33.180, 11.221], [-49.714, -33.817, 12.455], [-50.256, -34.420, 10.768], [-49.057, -35.993, 10.851], [-49.049, -35.887, 12.784], [-46.588, -35.302, 10.957], [-46.806, -35.716, 12.558], [-47.857, -33.344, 10.107], [-48.416, -32.107, 11.238]],
  "mulliken_charge": [-0.705, 0.428, -1.207, -1.448, 0.231, -0.775, -0.572, -0.224, 0.471, 0.471, 0.275, 0.460, 0.574, 0.825, 0.865, -0.045, 0.604, -0.720, 0.480, 0.470, 0.050, -0.692, 0.512, 0.262, -0.707, -0.013, -0.370, 0.484, -0.609, -0.768, 0.413, -0.228, -0.533, 1.195, -0.667, 0.310, 0.425, 0.583, -1.921, -1.023, 0.386, -0.460, -0.015, 1.150, 0.100, 0.585, 0.219, -0.582, 0.501, -0.430, 1.391, 0.005, 1.275, -0.329, -0.514, -0.646, -0.257, 0.200, -0.097, -0.834, 0.336, 0.217, 0.455, 0.285, -1.326, 3.031, 1.348, -0.629, -0.488, 0.332, 0.338, -0.693, -1.298, -0.352, -0.656, 0.189, 0.434, -0.996, -0.096, 1.597, -0.373, -0.894, 0.452, 0.369, 0.809, -0.432, -0.354, -0.949, 0.584, 0.309, 0.677, 0.175, -0.612, -0.464, -0.507, -0.817, 0.286, 0.553, -0.399, 0.615, -0.086, 0.252, 0.251, -0.244, -0.659, -0.717, -0.420, 1.966, 0.658, -0.373, 0.258, 0.336, 0.265, 0.383, -0.710, -0.951, 0.299, 1.629, -1.444, -0.528, -0.804, -0.437, 0.355, 0.336, -1.263, 0.506, 0.559, 0.295, 0.420]
}

***

{
  "formula": "C11H13MnNO6S",
  "method": "the ωB97M-V functional and the def2-TZVPD basis",
  "multiplicity": 5,
  "lumo_energy_ev": [-4.26, -4.81],
  "total_charge": 1,
  "homo_ev": [-13.635, -13.673],
  "symbols": ["Mn", "O", "C", "C", "C", "N", "C", "C", "C", "O", "O", "C", "O", "O", "H", "H", "H", "C", "C", "S", "O", "C", "C", "H", "H", "H", "H", "H", "H", "H", "H", "H", "H"],
  "xyz": [[6.919, 10.576, 4.503], [6.993, 16.470, 4.128], [6.933, 15.146, 4.124], [5.717, 14.438, 4.117], [5.758, 13.062, 4.167], [6.924, 12.403, 4.219], [8.096, 13.061, 4.187], [8.148, 14.432, 4.132], [9.235, 12.038, 4.207], [10.390, 12.324, 4.027], [8.735, 10.845, 4.409], [4.612, 12.041, 4.152], [3.457, 12.340, 3.981], [5.106, 10.842, 4.321], [6.110, 16.899, 4.148], [4.750, 14.954, 4.088], [9.112, 14.948, 4.112], [5.230, 6.309, 5.380], [5.444, 6.905, 4.008], [6.906, 8.017, 3.875], [6.881, 8.774, 5.200], [8.368, 6.912, 4.050], [8.830, 6.452, 2.684], [4.287, 5.737, 5.375], [5.146, 7.096, 6.132], [6.038, 5.621, 5.660], [4.600, 7.559, 3.736], [5.560, 6.142, 3.227], [8.110, 6.073, 4.714], [9.124, 7.548, 4.536], [8.074, 5.828, 2.195], [9.747, 5.854, 2.775], [9.058, 7.316, 2.052]],
  "mulliken_charge": [1.069, -0.478, 1.090, -0.293, -0.039, -0.683, 0.246, -0.442, 0.501, -0.550, -0.673, 0.507, -0.558, -0.675, 0.335, 0.420, 0.534, -1.083, -0.416, 0.685, -0.478, -0.335, -1.111, 0.373, 0.294, 0.304, 0.384, 0.393, 0.292, 0.372, 0.309, 0.367, 0.339]
}

***

{
  "formula": "C4H6O2",
  "method": "the ωB97M-V functional and the def2-TZVPD basis",
  "smiles": "O=C1CCOC1",
  "lumo_energy_ev": 0.89,
  "homo_ev": -9.538,
  "symbols": ["O", "C", "C", "C", "O", "C", "H", "H", "H", "H", "H", "H"],
  "xyz": [[-0.677, 0.077, 2.247], [-0.387, -0.040, 1.081], [0.975, -0.237, 0.448], [0.713, 0.033, -1.035], [-0.660, -0.280, -1.237], [-1.347, 0.118, -0.070], [1.191, -1.293, 0.627], [1.761, 0.371, 0.899], [0.887, 1.092, -1.278], [1.309, -0.582, -1.717], [-2.275, -0.463, -0.003], [-1.492, 1.205, 0.038]],
  "mulliken_charge": [-0.572, 0.350, -0.324, -0.430, -0.356, -0.327, 0.211, 0.337, 0.270, 0.285, 0.320, 0.238]
}

***

Taking the records one at a time from the top gives ΔE to the lowest compared entry with this formula, charge and spin values of 0.00, 0.00, 146.87, 4.20, 99.83, 284.95, 0.00, 97.16 kJ/mol.
Taking the records one at a time from the top gives energy values of -46361.8310, -120048.1663, -8801.8968, -78351.0205, -15443.6144, -67157.3991, -67543.6541, -8339.4542 eV.
Taking the records one at a time from the top gives largest force on an atom values of 0.7, 0.1, 0.9, 4.3, 3.2, 12.1, 2.3, 1.0 eV Å⁻¹.